Record 1
This record from the OMol25 dataset describes a molecular structure, C34H36N6OS3SnTe. The level of theory is ωB97M-V/def2-TZVPD.

Values from the calculation:
Energy relative to the best compared isomer or geometry (same formula, charge and spin): 0.00 kcal/mol
Frontier orbital gap (alpha / beta): 7.36 / 5.10 eV
E: -92455.84522 eV
E_LUMO (alpha / beta): -3.03 / -5.28 eV
2S+1: 2
Total charge: +1
Strongest force on any atom: 0.5 eV/A

The geometry in XYZ format:
```
82
C34H36N6OS3SnTe (ωB97M-V/def2-TZVPD)
Sn 1.00778 2.06933 0.81824
N 5.38237 0.25327 -0.73006
C 4.34925 0.90215 -0.15050
S 3.16982 -0.21925 0.48973
N 4.37278 2.19764 -0.20045
N 3.21458 2.87510 0.10673
C 3.35431 4.13986 0.01376
C 2.19329 5.04574 0.03262
C 2.35435 6.41783 -0.04338
C 1.22291 7.21817 -0.09917
C -0.02806 6.62323 -0.08061
C -0.09923 5.24420 0.01020
N 0.98806 4.47562 0.05755
H 5.53399 -0.72442 -0.56274
H 6.09406 0.79815 -1.18654
H 4.34093 4.54617 -0.18610
H 3.34879 6.84384 -0.06003
H 1.31753 8.29465 -0.15832
H -0.93457 7.21210 -0.12074
H -1.05640 4.73452 0.05818
S 0.62439 3.40600 2.91626
C -0.70940 2.36874 3.34686
N -1.13192 1.37619 2.62527
C -2.21648 0.74396 3.24412
C -2.90765 -0.36706 2.76160
C -3.95514 -0.88366 3.49826
C -4.33102 -0.31137 4.71691
C -3.65786 0.78868 5.21296
C -2.60351 1.30297 4.46434
S -1.56658 2.64376 4.83257
H -2.61694 -0.83190 1.82814
H -4.49151 -1.74721 3.12668
H -5.15273 -0.73492 5.27890
H -3.93918 1.23793 6.15673
C 1.97345 0.24893 4.14493
C 2.01117 -0.20126 2.70827
O 1.61249 -1.33096 2.39377
N 2.57473 0.67919 1.81583
Te -0.26919 -1.25213 0.24424
C -2.02552 -1.54266 -0.89709
C -2.39783 -2.81244 -1.36528
C -1.61668 -4.07547 -1.09411
C -3.57061 -2.90977 -2.10684
C -4.36999 -1.80778 -2.38290
C -5.63146 -1.94350 -3.19209
C -3.99080 -0.57113 -1.87155
C -2.84009 -0.41922 -1.11419
C -2.48730 0.94364 -0.56627
C 1.01723 -2.12283 -1.17943
C 1.77793 -3.23151 -0.80614
C 1.64224 -3.95411 0.51415
C 2.71311 -3.71380 -1.71981
C 2.91390 -3.11520 -2.95357
C 3.95673 -3.62713 -3.91237
C 2.13380 -2.00730 -3.28563
C 1.17793 -1.49130 -2.42461
C 0.40001 -0.27002 -2.85039
H 1.62320 -0.57027 4.76646
H 1.32254 1.10942 4.27657
H 2.97433 0.55556 4.44758
H -1.26283 -4.12447 -0.06221
H -0.74725 -4.15026 -1.74777
H -2.24189 -4.94917 -1.26758
H -3.87629 -3.88616 -2.46870
H -5.81770 -2.97974 -3.46941
H -5.56838 -1.35260 -4.10773
H -6.49289 -1.57985 -2.62980
H -4.61684 0.29596 -2.05682
H -3.32975 1.62714 -0.66452
H -1.64289 1.37640 -1.10847
H -2.21788 0.90562 0.49355
H 1.13749 -3.36978 1.28271
H 2.62445 -4.20896 0.91004
H 1.08965 -4.88732 0.37726
H 3.30273 -4.58394 -1.44552
H 4.52897 -4.44678 -3.48008
H 4.64959 -2.83072 -4.18827
H 3.49508 -3.98662 -4.83420
H 2.28040 -1.52554 -4.24790
H 0.71798 0.05356 -3.84028
H 0.56429 0.56480 -2.16240
H -0.67234 -0.46853 -2.88944
```

These are the Mulliken partial charges, in e, on atoms 1 to 5: atom 1 (Sn): 0.902, atom 2 (N): -0.354, atom 3 (C): 0.408, atom 4 (S): 0.118, atom 5 (N): -1.207



Record 2
This record from the OMol25 dataset describes a molecular structure, C35H30N4O3Ru. The level of theory is ωB97M-V/def2-TZVPD.

Values from the calculation:
Energy relative to the best compared isomer or geometry (same formula, charge and spin): 0.00 kcal/mol
Frontier orbital gap (alpha / beta): 6.34 / 8.18 eV
E: -51461.60901 eV
E_LUMO (alpha / beta): -2.59 / -2.88 eV
2S+1: 2
Total charge: +1
Strongest force on any atom: 0.8 eV/A

The geometry in XYZ format:
```
73
C35H30N4O3Ru (ωB97M-V/def2-TZVPD)
Ru 1.38420 -1.25382 1.68499
C 2.54865 -2.92874 2.22020
C 2.30959 -2.13402 3.39134
C 0.91144 -2.09017 3.63027
C 0.28546 -2.86688 2.60071
C 1.27979 -3.41219 1.75631
H 3.51577 -3.16079 1.80395
H 3.07584 -1.64164 3.96925
H 0.41234 -1.59345 4.44602
H -0.77853 -2.98975 2.47742
H 1.11194 -4.05370 0.90694
O -2.08309 -1.27340 1.13842
C -2.98906 -0.23947 1.14266
C -1.29921 2.31713 0.23210
O -2.09369 3.13877 0.09270
O -0.47538 1.50168 0.36795
C -3.77539 -0.01838 -0.06236
C -5.14410 0.26869 -0.00713
C -5.87183 0.45546 -1.16975
C -5.25832 0.35890 -2.41208
C -3.90288 0.07044 -2.48647
C -3.17285 -0.11809 -1.32547
C -3.00908 0.52305 2.33693
C -3.72852 1.73798 2.45043
C -3.69434 2.47463 3.61520
C -2.94567 2.04730 4.70900
C -2.22223 0.86292 4.61420
C -2.24468 0.11154 3.45662
H -2.19865 -1.77647 0.32288
H -5.63445 0.32212 0.95588
H -6.93098 0.66734 -1.10775
H -5.83396 0.50844 -3.31532
H -3.41191 0.01482 -3.44981
H -2.10618 -0.29955 -1.38345
H -4.29330 2.10598 1.60515
H -4.25345 3.39938 3.67403
H -2.92875 2.62843 5.62064
H -1.64498 0.51771 5.46335
H -1.69151 -0.81491 3.40085
N -1.35157 0.03923 -8.57834
C -0.83872 -0.10807 -7.56176
C -0.20432 -0.29471 -6.28422
C 1.07507 0.20646 -6.06011
C 1.67831 0.03501 -4.82712
C 1.00433 -0.64725 -3.82549
C -0.26592 -1.16290 -4.04417
C -0.87297 -0.97980 -5.27343
N 1.62319 -0.82114 -2.55493
C 2.96331 -1.01212 -2.30061
C 3.07964 -1.14654 -0.95443
N 1.83085 -1.03970 -0.37879
C 0.98584 -0.84132 -1.36467
H 1.58892 0.73928 -6.84784
H 2.65845 0.45334 -4.64180
H -0.77030 -1.73583 -3.27724
H -1.85742 -1.38635 -5.46042
H 3.69437 -1.07420 -3.08638
H 3.96240 -1.31449 -0.36371
H -0.07051 -0.68046 -1.25491
N 2.00777 0.80395 2.12023
C 3.36369 1.13005 1.75308
C 4.39547 0.93820 2.65925
C 5.69962 1.22433 2.28454
C 5.97244 1.71261 1.01420
C 4.93164 1.92064 0.12135
C 3.62565 1.62746 0.48570
H 1.88950 0.87201 3.12552
H 1.36390 1.47254 1.70494
H 4.18262 0.57492 3.65803
H 6.50286 1.07604 2.99372
H 6.98933 1.94292 0.72781
H 5.13374 2.31853 -0.86450
H 2.81077 1.79008 -0.21029
```

These are the Mulliken partial charges, in e, on atoms 1 to 5: atom 1 (Ru): 0.686, atom 2 (C): -0.492, atom 3 (C): -0.537, atom 4 (C): -0.622, atom 5 (C): -0.358



Record 3
This record from the OMol25 dataset describes a molecular structure, C35H33As2O3Pt. The level of theory is ωB97M-V/def2-TZVPD.

Values from the calculation:
Energy relative to the best compared isomer or geometry (same formula, charge and spin): 0.00 kcal/mol
Frontier orbital gap: 8.43 eV
E: -167892.63221 eV
E_LUMO: -2.20 eV
2S+1: 1
Total charge: +1
Strongest force on any atom: 0.5 eV/A

The geometry in XYZ format:
```
74
C35H33As2O3Pt (ωB97M-V/def2-TZVPD)
Pt -0.44130 -0.04965 -0.23291
C -2.79921 3.52580 5.20546
O -3.60056 3.85470 4.07686
C -3.31865 3.26776 2.90771
C -4.17088 3.63449 1.83520
C -3.95806 3.09086 0.61410
C -2.90671 2.15979 0.35030
C -2.75389 1.67616 -0.97882
C -3.68953 2.11103 -2.07536
O -1.83756 0.90043 -1.38148
C -2.06770 1.78528 1.44852
O -1.10153 0.91291 1.41257
C -2.29626 2.37016 2.71368
H -3.20561 4.09580 6.03448
H -1.75871 3.81036 5.03824
H -2.86078 2.45892 5.42715
H -4.96789 4.33953 2.02155
H -4.61267 3.37936 -0.19496
H -3.69933 3.19503 -2.18288
H -4.70764 1.78709 -1.85667
H -3.36401 1.65890 -3.00741
H -1.63861 2.05956 3.51139
C 1.67609 -2.61408 -1.12562
C 2.55510 -1.84484 -0.14531
As 1.43611 -0.69786 0.99393
C 1.19923 -1.58099 2.68162
C 0.50899 -2.79051 2.69024
C 0.30540 -3.46180 3.88461
C 0.77740 -2.91759 5.07207
C 1.44753 -1.70356 5.06496
C 1.66159 -1.03046 3.86959
C 2.53740 0.83831 1.33477
C 2.08005 2.11526 1.03251
C 2.90456 3.21096 1.24862
C 4.18059 3.03117 1.76119
C 4.63958 1.75518 2.06183
C 3.81991 0.65805 1.84959
As 0.37569 -1.41621 -1.96602
C 1.29463 -0.51563 -3.38499
C 1.99359 -1.23339 -4.35281
C 2.67287 -0.55586 -5.35250
C 2.65368 0.83340 -5.38504
C 1.95586 1.54740 -4.42260
C 1.27454 0.87406 -3.41779
C -0.88190 -2.60851 -2.79580
C -1.22433 -2.47196 -4.13570
C -2.16025 -3.33035 -4.69668
C -2.75266 -4.31637 -3.92244
C -2.41818 -4.44554 -2.58076
C -1.48757 -3.58943 -2.01482
H 1.08442 -3.36645 -0.60046
H 2.25377 -3.11985 -1.89955
H 3.23450 -1.16871 -0.66745
H 3.14655 -2.51096 0.48225
H 0.11147 -3.20269 1.76880
H -0.22812 -4.40283 3.89205
H 0.61513 -3.43930 6.00578
H 1.80534 -1.27619 5.99216
H 2.17942 -0.08000 3.86993
H 1.08190 2.25581 0.63752
H 2.54745 4.20571 1.01748
H 4.82091 3.88708 1.92837
H 5.63501 1.61495 2.46155
H 4.18235 -0.33554 2.08971
H 2.00122 -2.31756 -4.33661
H 3.21582 -1.10944 -6.10681
H 3.18526 1.35979 -6.16662
H 1.94147 2.62869 -4.45303
H 0.72086 1.42237 -2.66452
H -0.76417 -1.70337 -4.74385
H -2.42574 -3.22652 -5.74025
H -3.48057 -4.98442 -4.36304
H -2.88624 -5.20983 -1.97495
H -1.24648 -3.68389 -0.96185
```

These are the Mulliken partial charges, in e, on atoms 1 to 5: atom 1 (Pt): 1.864, atom 2 (C): -0.798, atom 3 (O): -0.432, atom 4 (C): 1.007, atom 5 (C): -1.045